Record 1
{
  "formula": "C5H32NO13",
  "method": "the ωB97M-V functional and the def2-TZVPD basis",
  "symbols": ["C", "N", "C", "C", "C", "C", "O", "O", "H", "H", "H", "H", "H", "H", "H", "H", "H", "H", "H", "H", "O", "H", "H", "O", "H", "H", "O", "H", "H", "O", "H", "H", "O", "H", "H", "O", "H", "H", "O", "H", "H", "O", "H", "H", "O", "H", "H", "O", "H", "H", "O"],
  "xyz": [[3.1580, -0.0392, -0.5165], [1.9025, 0.2620, -0.1049], [2.4670, -1.8489, 2.8094], [2.3735, -0.3605, 2.3608], [1.3614, -0.0388, 1.2283], [0.1618, -0.9680, 1.1437], [-0.9084, -0.3217, 0.5017], [3.5436, 0.2549, -1.6372], [3.7958, -0.6582, 0.1282], [1.2253, 0.4753, -0.8321], [1.4954, -2.2945, 2.6231], [3.0999, -2.4614, 2.1708], [2.7412, -1.9209, 3.8470], [3.3900, -0.1483, 2.0414], [1.9885, 0.1987, 3.2105], [1.0146, 0.9487, 1.5025], [0.4039, -1.8776, 0.5711], [-0.1788, -1.3034, 2.1301], [1.5727, 3.3279, -2.5346], [0.4262, 3.1474, -1.5270], [0.6306, 3.4659, -2.4242], [-1.3596, 1.1031, -2.0889], [-0.9490, 0.2124, -0.9861], [-0.7012, 0.4092, -1.9499], [-2.2305, 0.0110, 1.2989], [-3.5149, -0.6917, 1.5633], [-3.0878, 0.1484, 1.7851], [1.1180, 0.0873, -3.4717], [0.8288, -1.2038, -4.3452], [1.4117, -0.4619, -4.1783], [-0.8431, -3.1392, -1.3930], [-0.9932, -4.5867, -1.7790], [-0.3268, -3.8933, -1.8039], [-1.3805, 0.8236, 4.4604], [-1.3994, -0.2971, 3.4633], [-0.9787, -0.0384, 4.2973], [-3.3567, -2.1950, -0.2996], [-4.7444, -1.5745, -0.2546], [-4.0589, -1.9319, 0.3249], [-3.5408, 1.0591, 0.4882], [-3.1337, 1.6936, -0.8079], [-3.9111, 1.6280, -0.2432], [-0.8431, 1.4573, 0.0580], [-0.7862, 2.8718, 0.5027], [-0.5159, 2.3349, -0.2592], [-1.6985, -1.3607, -0.6146], [-1.7622, -1.4519, -2.0843], [-1.9693, -2.0184, -1.3198], [2.1435, 2.9256, 1.5600], [2.7936, 2.3058, 0.3129], [2.7227, 3.1292, 0.8146]],
  "forces_ev_per_angstrom": [[-0.6, -0.4, -1.6], [0.8, -1.1, 0.7], [-1.0, 0.3, -1.3], [0.0, -1.6, -0.5], [0.3, 0.5, 0.2], [-0.8, 0.1, -0.6], [-0.5, 0.2, -0.2], [0.3, 0.1, 0.3], [-0.1, 0.3, 0.4], [0.1, 0.3, 0.0], [-0.2, -0.2, 0.7], [0.5, 0.2, 0.1], [0.2, -0.2, 0.3], [0.0, 1.0, 0.4], [0.6, 0.2, 0.1], [-0.8, 0.1, 0.4], [0.4, 0.0, 0.1], [0.3, 0.1, 0.1], [0.1, -0.1, 0.0], [0.0, -0.1, -0.3], [0.0, 0.2, 0.0], [0.5, 0.3, -0.8], [1.2, -0.7, -0.7], [-1.2, -0.2, 0.4], [0.5, 0.0, 0.2], [-0.4, -0.1, 0.0], [0.3, 0.0, 0.5], [-0.8, 0.2, 0.9], [-0.3, 0.2, 0.6], [1.1, -0.5, -1.5], [0.6, -0.7, -0.7], [0.2, -0.2, -0.1], [-0.3, 0.1, 0.5], [0.0, -0.1, 0.1], [-0.1, 0.0, 0.1], [-0.1, 0.2, -0.2], [-0.2, 0.1, 0.0], [0.1, 0.1, 0.2], [-0.5, -0.4, -0.1], [-0.8, 0.4, 0.0], [-0.2, 0.4, -0.3], [0.6, -0.4, 0.0], [0.7, 0.1, 0.0], [0.2, 0.3, -0.4], [-0.9, 0.1, 1.5], [0.2, -0.4, 0.4], [-0.1, -0.3, -0.2], [-0.1, 1.2, 0.1], [0.1, -0.1, -0.3], [-0.2, 0.0, 0.1], [0.1, 0.1, 0.2]],
  "mulliken_charge": [0.0281, 0.4693, -1.1966, -0.7815, 0.7899, -1.5203, -0.4739, -0.5786, 0.3403, -0.1938, 0.2973, 0.3188, 0.3671, 0.5204, 0.4244, -0.0890, 0.3866, 0.3133, 0.3062, 0.3836, -0.6406, 0.3846, -0.0974, -0.4023, 0.2760, 0.4841, -0.9308, 0.2986, 0.3104, -0.6653, 0.4396, 0.2706, -0.7198, 0.3216, 0.3260, -0.6696, 0.2762, 0.3069, -0.7391, 0.4583, 0.3104, -0.7353, 0.1620, 0.1944, -0.4988, 0.7489, 0.3697, -0.9502, 0.2918, 0.3647, -0.6574],
  "homo_lumo_gap_ev": 9.433,
  "homo_ha": -0.249,
  "total_charge": -1,
  "lumo_ha": 0.09749,
  "relative_energy_ev": 3.109
}

Record 2
{
  "formula": "C5H32O11",
  "method": "the ωB97M-V functional and the def2-TZVPD basis",
  "symbols": ["C", "O", "H", "H", "H", "H", "C", "O", "H", "H", "H", "H", "C", "O", "H", "H", "H", "H", "C", "O", "H", "H", "H", "H", "C", "O", "H", "H", "H", "H", "O", "H", "H", "O", "H", "H", "O", "H", "H", "O", "H", "H", "O", "H", "H", "O", "H", "H"],
  "xyz": [[-1.3053, 3.3076, -0.6791], [-0.3079, 2.4654, -1.2907], [-1.7620, 4.0546, -1.3283], [-2.1691, 2.7836, -0.2700], [-0.8337, 3.8925, 0.1106], [-0.1110, 1.7506, -0.6808], [1.9018, -0.0836, 2.3499], [3.2563, 0.2282, 2.0815], [1.7789, 0.1874, 3.3985], [1.1832, 0.5223, 1.7980], [1.6100, -1.1332, 2.3126], [3.3859, -0.0263, 1.1650], [-0.0360, -2.4006, 1.9649], [0.2178, -2.8055, 3.2330], [-0.3757, -3.1991, 1.3052], [-0.6145, -1.4776, 1.9256], [0.9154, -2.0571, 1.5586], [-0.5800, -2.6348, 3.7390], [-1.4551, 0.0256, -1.9599], [-1.9850, 1.3521, -2.0030], [-0.5551, 0.1082, -1.3506], [-2.1592, -0.6327, -1.4510], [-1.2298, -0.3638, -2.9527], [-1.4118, 1.9967, -1.5816], [0.9997, -1.1363, -2.6505], [0.5138, -0.1618, -3.5575], [0.8715, -0.8298, -1.6124], [0.4869, -2.0833, -2.8188], [2.0540, -1.3701, -2.7985], [1.0030, 0.6078, -3.2576], [-0.4727, -0.4958, 0.5885], [-0.0327, -0.7675, -0.2169], [-0.2598, 0.4333, 0.6766], [-1.2111, 1.4914, 1.0422], [-1.6403, 2.2723, 1.3916], [-1.6592, 0.7605, 1.4679], [1.0518, 0.6793, -0.4381], [1.3104, -0.2351, -0.3225], [1.4750, 0.9470, -1.2539], [0.8097, 2.1393, 0.8733], [1.1497, 1.5257, 0.2220], [-0.1417, 2.0735, 0.7913], [-2.3456, -1.4509, 0.1451], [-1.5288, -1.0141, 0.3866], [-2.4770, -2.1087, 0.8280], [0.6691, -2.0747, -0.3872], [1.6174, -2.1538, -0.4909], [0.3993, -2.9088, -0.0029]],
  "forces_ev_per_angstrom": [[0.3, 2.9, 1.3], [2.0, 4.0, 0.6], [0.7, -0.4, -0.8], [0.3, -0.1, -0.5], [0.1, 0.0, 0.1], [-0.5, 0.9, -0.5], [-0.5, 0.3, 1.7], [-0.1, -0.4, -0.8], [-0.2, 0.1, 0.1], [0.7, -0.1, 0.5], [1.2, 0.6, 0.1], [0.5, 0.2, -0.1], [0.8, 0.4, 0.0], [-0.2, -1.1, 2.3], [-0.8, -0.4, 0.3], [-0.2, -1.6, 0.6], [-0.7, -0.9, 0.3], [0.2, -0.2, 0.4], [-1.6, 1.1, 0.0], [-4.3, -3.1, -2.2], [-0.9, -0.4, -1.3], [0.2, 0.4, -0.5], [-0.6, 0.3, 0.5], [-0.7, -2.3, -2.0], [0.2, -0.4, -0.9], [2.3, -0.2, -0.2], [-0.1, -0.4, -2.6], [-0.3, 0.3, 0.1], [0.5, 0.1, -0.3], [-0.3, 0.8, -0.8], [3.1, 3.1, 1.0], [-1.5, -0.8, 0.8], [-0.1, -0.9, 0.4], [-7.3, -0.1, 2.7], [-0.2, 0.4, 0.3], [-0.6, -0.4, 0.1], [4.3, -6.5, -7.7], [0.9, 0.0, 0.6], [0.4, 0.3, -0.7], [2.3, 6.5, 4.8], [1.6, 3.3, 3.1], [2.7, 1.3, 0.6], [-4.5, -2.9, -0.1], [-0.5, 0.3, 0.0], [-0.4, -0.3, 0.1], [2.2, -3.1, -1.6], [0.5, -0.6, -0.3], [-0.3, -0.2, 0.1]],
  "mulliken_charge": [-1.0808, -0.5639, 0.3305, 0.3497, 0.2847, 0.1368, -0.7742, -0.5267, 0.4525, 0.8809, 0.4857, 0.3297, -1.0317, -0.5581, 0.3443, 0.5106, 0.2771, 0.3909, -1.4045, -0.7425, 1.5174, 0.4743, 0.4882, 0.7870, -1.1370, -0.5259, 0.6367, 0.3094, 0.4069, 0.3362, -1.1877, -1.3570, 0.2549, -0.4856, 0.4220, 0.1880, -0.7376, 0.8356, 0.2941, -0.8850, 1.0797, 0.3898, -0.6821, 0.7197, 0.2876, -0.9144, 0.1169, 0.2768],
  "homo_lumo_gap_ev": 7.742,
  "homo_ha": -0.302,
  "total_charge": 0,
  "lumo_ha": -0.01780,
  "relative_energy_ev": 20.508
}

Record 3
{
  "formula": "C5H33O13",
  "method": "the ωB97M-V functional and the def2-TZVPD basis",
  "symbols": ["C", "O", "C", "C", "C", "C", "H", "H", "H", "H", "H", "H", "H", "H", "H", "H", "H", "O", "H", "H", "O", "H", "H", "O", "H", "H", "O", "H", "H", "O", "H", "H", "O", "H", "H", "O", "H", "H", "O", "H", "H", "O", "H", "H", "O", "H", "H", "O", "H", "H", "O"],
  "xyz": [[0.4995, 0.0004, -1.4215], [-0.0334, -1.2907, -1.7732], [1.3800, 0.5473, -2.6475], [2.7649, -0.1626, -2.7798], [2.9174, -1.5266, -2.0688], [3.6663, -2.0008, -1.0518], [1.2132, -0.2864, -0.5518], [-0.3339, 0.7298, -1.0423], [0.9624, 0.3439, -3.6225], [1.5291, 1.6245, -2.8036], [3.6804, 0.3177, -2.2418], [3.2094, -0.2799, -3.7729], [2.2071, -2.3180, -2.5192], [4.2523, -1.3655, -0.3218], [3.7545, -3.0768, -0.8256], [-1.0695, -2.9738, 0.0498], [-2.4771, -2.2733, 3.5848], [-2.2263, -2.1585, 2.7135], [-3.7585, -0.9428, 0.7122], [-4.9001, -0.6395, -0.2538], [-4.5546, -1.4043, 0.3710], [0.6237, -3.9925, -0.4769], [0.5965, -5.4409, -0.4581], [1.1792, -4.7772, -0.6525], [-1.5122, 3.3658, 1.8395], [-0.8462, 3.7083, 3.0958], [-1.4533, 4.1401, 2.3262], [0.2630, 3.1543, -4.0687], [-0.7934, 2.1991, -3.7021], [-0.1858, 2.4738, -4.3520], [1.0473, 4.1586, 0.1388], [0.0015, 4.4722, 1.2376], [0.6519, 4.7047, 0.6103], [-2.9022, 2.0985, 1.5637], [-1.7128, 1.1928, 1.4665], [-2.1807, 1.9791, 1.0654], [0.2756, -1.9702, -1.2117], [-1.0216, -3.2241, 1.4522], [-0.8119, -3.6487, 0.6452], [0.9387, 1.2816, 2.1583], [-0.1602, 0.5293, 3.1312], [0.5894, 1.2973, 3.1991], [2.3636, -1.9150, 3.6007], [1.5688, -0.6183, 3.1533], [2.2669, -1.2688, 2.8879], [-0.9818, -0.5679, 2.7953], [-2.1880, -1.1633, 2.4623], [-1.5098, 0.1247, 2.4392], [-2.0564, 2.5166, -0.5634], [-2.5505, 1.8680, -1.9703], [-2.1823, 2.4582, -1.5458]],
  "forces_ev_per_angstrom": [[1.3, 0.1, 1.0], [-1.4, 1.6, -1.5], [0.7, -0.9, -0.1], [3.0, -0.3, 3.4], [-1.7, -2.2, -1.0], [0.4, 1.1, 0.3], [-1.0, 1.3, -1.2], [1.5, -1.4, -1.0], [-1.1, -0.5, 0.1], [-0.1, -0.2, 1.1], [-1.7, 0.4, -0.7], [-0.8, 0.0, -0.2], [1.4, 1.0, 0.4], [-0.5, -0.4, -1.2], [-0.6, 0.6, -0.2], [-0.8, 1.0, -1.3], [-0.9, -0.1, 2.6], [0.6, -0.5, -3.1], [-0.4, -0.7, 0.1], [0.8, -2.5, 1.8], [-0.4, 3.2, -1.8], [0.6, -0.7, 0.3], [-2.2, -2.8, 0.8], [2.2, 3.0, -1.2], [-0.8, -2.8, -2.2], [-2.0, 1.8, -2.3], [3.0, 1.2, 4.9], [3.5, 5.6, 2.6], [-1.0, -0.2, 1.5], [-2.7, -5.1, -4.1], [4.9, -8.3, -6.1], [-1.3, -1.1, 0.9], [-3.6, 9.5, 5.0], [-4.3, 0.7, 2.9], [0.1, -0.4, 0.3], [3.9, -0.2, -3.5], [0.9, -0.6, 1.0], [-0.6, 0.6, 2.1], [0.6, -1.2, -0.7], [-1.4, 0.2, 4.2], [1.4, 3.3, -0.2], [0.7, -2.0, -3.9], [-0.2, 0.4, -0.2], [1.0, -0.6, 0.0], [-0.6, 0.4, 0.2], [0.9, -1.0, 0.1], [-0.5, -0.6, 0.5], [-0.6, 0.2, 0.0], [-0.9, -1.4, -1.0], [-5.9, -9.6, -5.2], [6.7, 10.8, 5.8]],
  "mulliken_charge": [0.2397, -0.5143, -0.4300, -0.8801, -0.0005, -0.6221, 0.1553, -0.0521, 0.4388, 0.2095, 0.2796, 0.3441, 0.2329, 0.1872, 0.2536, 0.3363, 0.1939, -0.6763, 0.2848, 0.3232, -0.6446, 0.4634, 0.2551, -0.6049, 0.5097, 0.3807, -0.8060, 0.2721, 0.3229, -0.6288, 0.2160, 0.3871, -0.5930, 0.2279, 0.4729, -0.7942, 0.0887, 0.3120, -0.6713, 0.3451, 0.2007, -0.7912, 0.2786, 0.3644, -0.6028, 0.3876, 0.3502, -0.9918, 0.3681, 0.2128, -0.5911],
  "homo_lumo_gap_ev": 9.649,
  "homo_ha": -0.257,
  "total_charge": -1,
  "lumo_ha": 0.09800,
  "relative_energy_ev": 5.605
}